Formula: C38H69F6N12O2P
Source: the Open Molecules 2025 dataset
Level of theory: ωB97M-V with the def2-TZVPD basis set

The geometry in XYZ format:
```
128
C38H69F6N12O2P (ωB97M-V with the def2-TZVPD basis set)
C -0.9135 5.0477 -1.4469
C -1.1040 5.7737 -2.8116
N -0.6265 7.1189 -2.7957
C 0.6721 7.5421 -2.4887
C 0.6608 8.9585 -2.4446
N -0.6374 9.3723 -2.7839
C -1.4001 8.2550 -2.9592
C -1.1180 10.7022 -2.5734
H 0.1240 5.1362 -1.1247
H -0.9838 3.9608 -1.4878
H -1.5367 5.3670 -0.6116
H -2.1501 5.8158 -3.1149
H -0.6699 5.1832 -3.6184
H 1.4491 6.7997 -2.3817
H 1.4107 9.7125 -2.2559
H -2.4540 8.2356 -3.1944
H -0.6770 11.1998 -1.7097
H -2.1790 10.7494 -2.3283
H -0.9013 11.2044 -3.5163
C -2.3020 -4.7463 1.0349
C -1.2812 -4.1298 2.0161
N -2.0836 -3.6363 3.2060
C -2.6734 -2.4429 3.4418
C -3.3179 -2.4793 4.6406
N -3.2272 -3.7216 5.1526
C -2.4983 -4.4525 4.2659
C -3.7967 -4.2184 6.4242
H -3.1586 -4.0823 0.9186
H -2.5786 -5.7721 1.2787
H -1.7682 -4.9477 0.1062
H -0.7236 -3.3248 1.5373
H -0.4858 -4.8426 2.2339
H -2.5325 -1.6768 2.6937
H -3.8161 -1.6545 5.1285
H -2.3849 -5.5169 4.4098
H -4.8450 -3.9358 6.5203
H -3.3428 -3.7030 7.2705
H -3.7669 -5.2974 6.5764
C 3.5010 -2.2781 3.8740
C 2.0308 -2.6505 3.6227
N 1.2094 -2.3108 4.8572
C 0.3100 -1.2822 5.0522
C -0.1632 -1.3609 6.3997
N 0.5351 -2.4282 6.9706
C 1.3190 -3.0336 6.0476
C 0.3951 -2.7966 8.3472
H 3.6144 -1.2314 4.1562
H 3.8901 -2.4628 2.8727
H 3.9480 -2.8997 4.6498
H 2.0430 -3.7323 3.4899
H 1.6442 -2.2066 2.7053
H -0.0493 -0.7346 4.1934
H -1.0822 -0.9389 6.7789
H 1.9180 -3.9229 6.1769
H -0.5396 -3.3413 8.4799
H 0.4128 -1.9329 9.0117
H 1.1750 -3.4849 8.6731
C 6.7884 -2.3752 0.7538
C 6.5681 -1.0935 -0.0740
N 5.1870 -0.6365 0.1328
C 4.0821 -1.2346 -0.4410
C 2.9825 -0.6468 0.1307
N 3.3590 0.4157 0.9453
C 4.7199 0.3184 0.9835
C 2.5840 1.4145 1.6181
H 6.0914 -3.1804 0.5216
H 6.7847 -2.1488 1.8200
H 7.8033 -2.6285 0.4475
H 6.5824 -1.3943 -1.1216
H 7.3641 -0.3821 0.1458
H 4.2901 -1.9743 -1.1998
H 1.9156 -0.7411 -0.0078
H 5.3783 1.0136 1.4831
H 2.6586 1.2436 2.6921
H 1.5372 1.5220 1.3337
H 3.1376 2.3155 1.3540
C -6.3319 -4.3601 1.0779
C -6.0646 -4.2612 -0.3929
N -5.9353 -2.8393 -0.8104
C -6.9178 -1.9170 -0.9620
C -6.4059 -0.7161 -1.3220
N -5.0966 -0.8946 -1.4413
C -4.8086 -2.1733 -1.0785
C -4.2781 0.1803 -1.7743
H -7.0361 -3.6924 1.5744
H -5.4108 -4.2858 1.6559
H -6.6555 -5.3801 1.2854
H -6.9398 -4.6406 -0.9202
H -5.2711 -4.9303 -0.7260
H -7.9290 -2.2091 -0.7203
H -6.7989 0.2744 -1.4978
H -3.7932 -2.5326 -0.9985
H -4.7598 0.8127 -2.5200
H -3.3261 -0.2086 -2.1355
H -4.1466 0.7263 -0.8401
C 0.6812 0.1231 -3.7167
C 0.5608 0.8544 -5.0711
N 1.4474 0.3592 -6.0681
C 1.1536 -0.3778 -7.2051
C 2.3195 -0.7048 -7.8905
N 3.3892 -0.1822 -7.1677
C 2.8232 0.3850 -6.0040
C 4.7727 -0.5232 -7.3870
H 0.5219 -0.9515 -3.8055
H -0.0341 0.3381 -2.9228
H 1.6420 0.3334 -3.2470
H 0.8452 1.9021 -4.9738
H -0.4289 0.8740 -5.5272
H 0.1811 -0.5947 -7.6218
H 2.4903 -1.3332 -8.7521
H 3.4009 0.7984 -5.1905
H 5.4032 -0.3165 -6.5223
H 5.1568 0.0879 -8.2037
H 4.8892 -1.5636 -7.6905
C -0.6079 0.9214 -0.1589
C -1.0731 -0.2170 0.6772
O -2.2619 -0.5527 0.6417
O -0.2268 -0.7974 1.4446
H -0.4961 1.9088 0.2890
H -1.3296 1.0395 -0.9671
H 0.3617 0.7087 -0.6093
P 2.8249 3.4504 -2.1070
F 1.8056 4.5870 -2.6276
F 3.9981 4.4996 -2.6301
F 2.7958 4.1708 -0.6582
F 4.0416 2.4104 -1.5828
F 1.6761 2.3595 -1.6647
F 2.8736 2.7191 -3.6182
```

Its charge is +3. For the HOMO-LUMO gap (spin up / spin down), the calculation gives 0.0301 / 0.1797 Ha. As for the HOMO energy (spin up / spin down): -7.288 / -11.360 eV. The energy above the lowest of the compared OMol25 structures with the same formula, charge and spin is 0.000 eV. The spin multiplicity is 2.